[1]
C18H20GeN2O2Sc as an isolated structure at a distorted geometry. Source: OMol25; level of theory: the ωB97M-V functional and the def2-TZVPD basis.

Positions of all 44 atoms, in Å:
C  -0.06420  1.91540  -2.12720
C  -5.47460  -1.34580  -2.82570
H  -2.56940  -3.36320  2.67290
C  2.93070  4.13360  -1.93300
C  -5.62790  -2.70120  -2.56590
O  1.88060  0.33190  -0.68890
H  -0.58030  2.32520  -2.99990
H  -1.76120  -0.08030  5.39050
H  -1.55570  -2.96910  1.28270
C  1.25880  2.37870  -1.80490
C  3.82470  3.32600  -1.24000
H  -3.87350  -0.68080  2.54420
C  -3.34320  -1.35320  -1.69900
H  -6.50940  -3.22640  -2.90940
H  -4.21600  0.37720  -2.60440
H  0.97380  4.26160  -2.77890
H  -4.75210  -4.43640  -1.66310
H  4.81330  3.69330  -1.00150
H  -2.75010  -3.24020  -0.87470
C  -2.96640  -0.14810  2.26870
C  -2.09210  -0.69110  -1.29520
H  1.06620  -0.17810  3.06690
C  -4.34480  -0.67540  -2.40300
H  -0.86950  -1.58370  5.55240
Sc  0.19400  -0.14070  0.20200
C  2.17970  1.53900  -1.08300
H  -3.05520  0.87820  2.62210
C  -1.66900  -1.09210  5.00570
H  4.18840  1.41620  -0.34570
N  -0.64240  1.00170  -1.40520
H  -2.59600  -1.61830  5.20990
C  -3.51520  -2.71360  -1.42720
C  -4.64400  -3.37810  -1.86030
C  -1.60140  -2.97800  2.36760
C  1.67740  3.64300  -2.23450
H  -6.24050  -0.81740  -3.37840
N  -1.84700  0.48860  -1.82930
C  0.25620  -0.19050  2.32870
O  -1.26700  -1.31110  -0.51010
H  -2.90900  -0.11520  1.18210
Ge  -1.32670  -1.06140  2.99530
H  3.22020  5.13500  -2.22420
C  3.47460  2.04880  -0.85940
H  -0.82830  -3.65210  2.73010

ΔE to the lowest compared entry with this formula, charge and spin   16.3 kcal per mole
Calculated total energy   -3795.6135 hartree
Net charge   -1
Frontier orbital gap   4.88 eV

=====

[2]
C18H20MoN4O5S as an isolated structure. Source: OMol25; level of theory: the ωB97M-V functional and the def2-TZVPD basis.

Positions of all 49 atoms, in Å:
C  -3.04493  -1.99711  -0.75646
C  -1.14393  1.02404  6.09108
H  5.45046  4.79816  -2.52174
H  -4.04571  0.80972  -1.30526
C  3.11891  2.00047  -1.19250
H  -3.89390  -3.84173  -0.93691
N  -1.26301  0.24149  3.51593
H  5.07233  0.60683  -3.63401
C  -0.14681  0.85109  3.93677
H  1.90437  -3.48546  -0.77426
O  4.83947  2.86915  -2.60616
H  3.75146  -1.37539  -3.03399
C  3.57943  -0.43997  -2.52325
C  1.87936  -2.81968  -1.63927
H  -4.62986  -2.23856  -3.28194
C  -0.06636  1.26107  5.25700
C  -4.95265  -1.78131  -2.34745
H  -2.57016  -3.72513  0.16833
O  -1.31547  0.87947  -0.35452
O  -1.28959  -0.15391  2.22689
O  1.52990  1.01623  0.18235
C  4.71849  4.18511  -2.01075
H  -5.60404  -0.94058  -2.57068
H  0.82695  1.75664  5.61059
C  -2.28708  0.38040  5.60568
N  -3.80705  -1.29268  -1.57574
N  -3.18370  -3.27834  -0.49440
H  -2.95481  0.35587  -2.62899
C  -2.16934  -0.05572  -0.67577
S  1.07790  1.02430  2.71265
H  2.76866  -2.99052  -2.23352
H  2.95995  2.92164  -0.65155
C  1.76079  -1.41746  -1.16604
Mo  0.02006  0.04604  0.82813
H  -3.13642  0.18919  6.24562
H  0.99935  -3.08648  -2.22856
C  2.37437  0.90698  -0.85925
C  2.55831  -0.35804  -1.52027
H  -1.10075  1.34001  7.12497
C  -3.30605  0.07487  -1.63265
C  4.08736  1.89128  -2.20808
C  4.30971  0.64150  -2.86815
N  -2.04223  -1.23564  -0.17086
H  4.94760  4.13504  -0.94775
H  -5.52267  -2.49805  -1.75834
O  0.72485  -1.24089  -0.34095
H  -3.16558  -0.51694  3.82354
C  -2.33492  -0.01575  4.29618
H  3.71701  4.57872  -2.17566

ΔE to the lowest compared entry with this formula, charge and spin   12.3 kcal per mole
Spin multiplicity   2
Calculated total energy   -1758.5808 hartree
Net charge   +3
Frontier orbital gap (spin up / spin down)   6.43 / 6.66 eV

=====

[3]
One molecule with the formula C18H20N2 at a distorted geometry. Source: OMol25; level of theory: the ωB97M-V functional and the def2-TZVPD basis.

Positions of all 40 atoms, in Å:
C  2.80188  -2.11411  -0.53373
H  2.84145  1.96386  -0.18347
H  -2.48703  1.07559  0.98628
C  0.30877  1.31286  2.83112
H  -2.14297  0.85417  -2.77469
C  0.72254  -1.61790  -1.59354
H  -4.92966  -2.47300  -1.24986
C  -4.78769  -1.95865  -2.16173
H  3.13890  1.00450  -1.64101
H  0.51433  1.56857  3.85306
H  3.70806  -4.02823  -0.83980
C  2.85331  -3.39738  -1.08489
C  0.78287  -2.89765  -2.19930
C  1.25519  0.89578  1.89707
C  -1.44075  0.98849  1.18435
C  -0.38728  -0.77044  -1.93430
H  2.30673  0.79985  2.15401
H  3.59569  -1.82227  0.11267
C  1.81774  -3.77684  -1.92602
C  1.76566  -1.23221  -0.79212
H  1.75679  -4.76648  -2.33888
C  3.02781  0.94579  -0.55637
H  -5.64692  -1.32799  -2.32951
H  -2.31366  1.77182  -1.27853
H  3.96085  0.59361  -0.10269
C  -2.23616  0.78752  -1.68690
H  -4.74776  -2.68013  -2.93818
H  -0.84699  -0.99773  -2.89546
C  -3.51655  0.00308  -1.31270
C  -0.49119  0.54727  0.22645
N  1.84638  0.07876  -0.29821
C  0.87127  0.50428  0.58464
H  -0.05955  -3.19456  -2.81284
H  -2.74142  -1.72937  -2.13853
C  -1.00575  1.38955  2.44373
C  -1.02134  0.15495  -1.11775
N  -3.58100  -1.15971  -2.18344
H  -1.71531  1.74131  3.19879
H  -3.55191  -0.25965  -0.24060
H  -4.37472  0.67058  -1.53297

ΔE to the lowest compared entry with this formula, charge and spin   16.2 kcal per mole
SMILES   CNCCC1=Cc2ccccc2N(C)c2ccccc21
Calculated total energy   -807.3732 hartree
Net charge   0
Frontier orbital gap   8.07 eV

=====

[4]
One molecule with the formula C18H20N2O2S2. Source: OMol25; level of theory: the ωB97M-V functional and the def2-TZVPD basis.

Positions of all 44 atoms, in Å:
S  5.86658  0.67008  -0.77758
H  0.38137  -3.17630  -1.30405
C  -0.94110  0.70723  0.62665
N  1.88093  0.23527  -0.52503
H  -2.48492  -2.89079  2.61593
C  -2.55893  1.32849  -0.92157
C  -2.44779  2.77681  1.01992
C  0.02405  -1.27847  -0.42514
C  -1.88745  0.09344  -1.43074
C  -2.68386  -2.03593  1.97498
C  -3.46736  3.53379  0.46759
O  1.61765  -1.19252  -2.26300
H  -3.83756  4.40033  0.99470
C  -1.38012  -3.39602  -0.12037
H  -2.00571  3.02759  1.97170
C  6.54414  0.27162  0.75314
C  -3.57524  2.08509  -1.46771
C  5.59017  0.07973  1.69581
H  -1.62851  -4.34141  -0.60250
H  -3.59327  -1.53796  2.29571
C  3.08485  0.86545  -1.01160
H  -1.85581  -1.33542  1.99577
S  -2.98906  -2.61391  0.28273
C  4.26160  0.58189  -0.13027
H  1.52722  0.52193  0.37998
C  4.28101  0.26015  1.19065
C  1.26663  -0.76188  -1.18595
C  -2.00483  1.67289  0.31171
C  -4.02151  3.19185  -0.75905
H  3.26723  0.47593  -2.01785
H  -1.01758  -2.35837  -1.97482
H  2.92540  1.95039  -1.08220
H  5.80285  -0.17928  2.71743
H  3.39781  0.15337  1.79474
H  -2.60978  -0.71805  -1.57142
H  -1.35683  0.26235  -2.37519
O  -0.15183  0.69764  1.56245
H  -4.81557  3.79817  -1.16903
H  -4.01264  1.82505  -2.41972
H  0.33486  -1.46281  0.61312
C  -0.49289  -2.57415  -1.04433
H  7.60894  0.20584  0.85391
H  -0.88423  -3.60065  0.82734
N  -0.95887  -0.21846  -0.36682

ΔE to the lowest compared entry with this formula, charge and spin   15.9 kcal per mole
SMILES   CSCC[C@@H](C(=O)NCc1cccs1)N1Cc2ccccc2C1=O
Calculated total energy   -1754.3251 hartree
Net charge   0
Frontier orbital gap   9.13 eV

=====

Question: Look up the calculated total energy of the third one.
Answer: -807.3732 hartree

=====

Question: The lowest ΔE to the lowest compared entry with this formula, charge and spin belongs to which entry?
Answer: C18H20MoN4O5S